[1]
{"formula": "C10H19FO2", "method": "wB97M-V/def2-TZVPD", "elements": ["C", "C", "C", "C", "C", "C", "C", "C", "C", "C", "O", "O", "F", "H", "H", "H", "H", "H", "H", "H", "H", "H", "H", "H", "H", "H", "H", "H", "H", "H", "H", "H"], "xyz": [[0.899, 1.288, 2.303], [1.252, 1.268, 1.048], [-2.806, 2.111, -1.121], [3.675, -0.763, -0.845], [-1.976, -2.264, 0.872], [-1.833, 1.544, -0.055], [-0.670, 0.987, -0.922], [2.264, -1.168, -0.431], [-0.576, -2.012, 0.348], [0.394, 0.155, -0.180], [1.201, -0.459, -1.048], [-0.073, -0.775, 0.774], [2.082, 2.061, 0.444], [1.400, 2.023, 2.919], [0.043, 0.609, 2.717], [-2.462, 3.009, -1.570], [-3.027, 1.371, -1.863], [-3.685, 2.491, -0.786], [4.047, 0.062, -0.359], [4.170, -1.654, -0.962], [3.502, -0.363, -1.853], [-2.325, -3.094, 0.314], [-2.065, -2.323, 1.941], [-2.426, -1.391, 0.421], [-2.155, 0.708, 0.612], [-1.601, 2.405, 0.480], [-0.864, 0.317, -1.768], [-0.251, 1.855, -1.382], [2.282, -0.925, 0.725], [2.005, -2.275, -0.484], [-0.518, -1.914, -0.805], [0.099, -2.887, 0.513]], "nbo_charge": [-0.56, 0.38, -0.60, -0.64, -0.63, -0.40, -0.47, -0.08, -0.06, 0.59, -0.55, -0.59, -0.33, 0.21, 0.25, 0.20, 0.20, 0.21, 0.22, 0.22, 0.21, 0.21, 0.22, 0.21, 0.21, 0.21, 0.22, 0.23, 0.20, 0.18, 0.17, 0.17], "lumo_energy_ev": 0.9, "spin_multiplicity": 1, "energy_ev": -17486.486, "homo_energy_ev": -9.22, "de_lowest_kcal_mol": 22.7, "smiles": "C=C(F)C(CCC)(OCC)OCC"}

---

[2]
{"formula": "C10H19N2O2", "method": "wB97M-V/def2-TZVPD", "elements": ["C", "C", "C", "C", "C", "C", "C", "C", "C", "C", "N", "N", "O", "O", "H", "H", "H", "H", "H", "H", "H", "H", "H", "H", "H", "H", "H", "H", "H", "H", "H", "H", "H"], "xyz": [[-1.096, 1.376, -2.075], [0.783, 1.679, 1.293], [-0.238, 0.812, 2.030], [-2.149, 0.546, 0.351], [-1.709, 1.005, -0.975], [1.389, 1.050, 0.132], [1.635, 1.494, -1.057], [2.856, -1.055, -0.338], [-0.503, -2.726, -0.388], [-1.981, -0.985, 0.340], [-2.539, 1.215, -2.248], [1.885, -0.316, 0.480], [-1.503, 1.169, 1.544], [-0.666, -1.403, -0.014], [-0.297, 1.921, -2.478], [0.325, 2.581, 0.991], [1.712, 1.926, 2.013], [-0.209, -0.286, 1.929], [-0.398, 0.952, 3.190], [-3.212, 0.746, 0.471], [1.292, 2.523, -1.436], [-3.016, 2.233, -2.299], [2.019, 0.800, -1.745], [2.938, -2.038, 0.134], [2.379, -1.207, -1.294], [3.713, -0.456, -0.297], [-0.620, -2.998, -1.438], [-1.008, -3.653, 0.255], [0.479, -2.944, -0.178], [-2.860, -1.272, -0.322], [-2.300, -1.472, 1.304], [1.989, -0.360, 1.538], [0.911, -0.859, 0.587]], "nbo_charge": [-0.03, -0.50, -0.09, 0.02, 0.09, 0.16, -0.38, -0.40, -0.26, -0.10, -0.60, -0.60, -0.53, -0.58, 0.22, 0.28, 0.23, 0.17, 0.24, 0.25, 0.25, 0.31, 0.21, 0.24, 0.23, 0.24, 0.21, 0.20, 0.17, 0.23, 0.21, 0.44, 0.49], "lumo_energy_ev": -2.9, "spin_multiplicity": 1, "energy_ev": -17739.250, "homo_energy_ev": -11.05, "total_charge": 1, "de_lowest_kcal_mol": 134.8, "smiles": "C=C(CCO[C@H](COC)C1=CN1)[NH2+]C"}

---

[3]
{"formula": "C10H19N2P", "method": "wB97M-V/def2-TZVPD", "elements": ["C", "C", "C", "C", "C", "C", "C", "C", "C", "C", "N", "N", "P", "H", "H", "H", "H", "H", "H", "H", "H", "H", "H", "H", "H", "H", "H", "H", "H", "H", "H", "H"], "xyz": [[-1.316, -0.833, -0.098], [-0.405, -1.099, 0.983], [-1.313, 0.453, -0.791], [-2.452, 1.113, -1.046], [0.385, -0.068, 1.647], [-2.362, -1.825, -0.460], [-0.299, -2.546, 1.463], [-0.179, 1.200, 2.137], [2.169, 2.919, -1.171], [1.880, -1.082, -1.083], [-0.134, 0.964, -1.225], [2.403, 1.547, -1.197], [1.267, 0.598, -0.566], [-2.580, 1.977, -1.558], [-3.384, 0.507, -0.744], [1.296, -0.357, 2.249], [-2.193, -2.758, 0.016], [-2.507, -1.837, -1.535], [-3.429, -1.597, -0.305], [-0.381, -3.275, 0.611], [-1.197, -2.660, 2.023], [0.408, -2.713, 2.191], [-0.279, 1.041, 3.228], [-1.117, 1.372, 1.636], [0.412, 2.134, 1.949], [2.943, 3.499, -0.662], [1.902, 3.176, -2.306], [1.192, 3.283, -0.787], [1.652, -1.323, -2.078], [2.933, -1.181, -1.019], [1.274, -1.859, -0.429], [3.410, 1.233, -1.076]], "nbo_charge": [-0.02, -0.06, 0.12, -0.40, -0.29, -0.67, -0.66, -0.66, -0.44, -0.99, -1.05, -0.97, 1.73, 0.20, 0.17, 0.21, 0.22, 0.23, 0.23, 0.22, 0.22, 0.22, 0.21, 0.23, 0.22, 0.20, 0.20, 0.23, 0.24, 0.22, 0.25, 0.42], "lumo_energy_ev": [-0.2, -0.2], "spin_multiplicity": 1, "energy_ev": -22942.733, "homo_energy_ev": [-6.90, -6.90], "de_lowest_kcal_mol": 75.9}

---

[4]
{"formula": "C10H19N3O4", "method": "wB97M-V/def2-TZVPD", "elements": ["C", "C", "C", "C", "C", "C", "C", "C", "C", "C", "H", "H", "H", "H", "H", "H", "H", "H", "H", "H", "H", "H", "H", "H", "H", "H", "H", "H", "H", "N", "N", "N", "O", "O", "O", "O"], "xyz": [[-0.318, -0.214, -2.741], [-0.053, -0.837, -1.271], [0.965, 0.400, -3.428], [1.335, 1.757, -2.925], [0.487, -0.202, 1.085], [1.446, -1.309, 1.574], [-0.942, -0.315, 1.779], [-1.267, -1.726, 2.272], [-1.144, 0.562, 2.983], [-0.293, 0.162, 4.196], [-1.104, 1.664, -2.521], [-2.338, 0.423, -2.560], [-0.598, -1.111, -3.279], [1.805, -0.422, -3.458], [0.542, 0.495, -4.580], [1.722, 3.489, -3.923], [1.572, 2.205, -5.007], [0.802, 0.776, -0.762], [0.866, 0.795, 1.340], [-1.649, 0.114, 1.012], [-0.645, -2.070, 3.064], [-2.287, -1.703, 2.607], [-1.146, -2.470, 1.437], [-0.782, 1.526, 2.755], [-2.245, 0.753, 3.144], [-0.746, -0.731, 4.805], [-0.207, 1.022, 4.872], [0.652, -0.308, 3.725], [0.433, -2.551, 0.536], [-1.393, 0.758, -2.940], [1.505, 2.548, -4.028], [0.337, -0.015, -0.338], [-0.327, -2.076, -1.143], [1.389, 2.167, -1.703], [2.375, -1.007, 2.288], [1.251, -2.547, 1.133]], "nbo_charge": [-0.11, 0.67, -0.53, 0.66, -0.17, 0.78, -0.21, -0.62, -0.40, -0.63, 0.37, 0.39, 0.22, 0.27, 0.24, 0.40, 0.41, 0.44, 0.24, 0.22, 0.22, 0.22, 0.21, 0.20, 0.21, 0.20, 0.22, 0.23, 0.52, -0.84, -0.78, -0.61, -0.69, -0.65, -0.58, -0.68], "lumo_energy_ev": 0.4, "spin_multiplicity": 1, "energy_ev": -23338.246, "homo_energy_ev": -9.50, "de_lowest_kcal_mol": 57.6, "smiles": "CC[C@H](C)[C@H](NC(=O)[C@@H](N)CC(N)=O)C(=O)O"}

---

[5]
{"formula": "C10H19NO14Sr", "method": "wB97M-V/def2-TZVPD", "elements": ["Sr", "O", "C", "O", "O", "H", "O", "C", "O", "O", "H", "O", "C", "O", "O", "H", "O", "C", "O", "O", "H", "C", "O", "C", "C", "N", "C", "C", "O", "C", "H", "H", "H", "H", "H", "H", "H", "H", "H", "H", "H", "H", "H", "H", "H"], "xyz": [[0.036, -0.439, -0.116], [2.215, -4.419, 0.714], [1.668, -3.690, -0.300], [0.681, -2.945, 0.007], [2.126, -3.807, -1.443], [1.803, -4.233, 1.560], [2.456, -0.642, 3.778], [1.923, -0.425, 2.527], [2.552, 0.388, 1.814], [0.828, -0.981, 2.225], [3.199, -0.018, 3.674], [4.200, 0.747, -0.389], [3.613, 0.086, -1.452], [4.322, -0.126, -2.469], [2.408, -0.271, -1.337], [3.395, 0.774, 0.176], [-1.238, 0.042, -4.564], [-0.785, -0.265, -3.311], [0.005, -1.221, -3.126], [-1.030, 0.461, -2.326], [-0.796, -0.665, -5.064], [-2.966, -2.254, -0.868], [-2.490, -1.674, 0.334], [-3.404, -0.791, 0.929], [-2.650, 0.320, 1.638], [-1.899, 1.165, 0.691], [-1.053, 2.076, 1.509], [-0.131, 2.980, 0.624], [0.613, 2.219, -0.295], [1.662, 2.919, -0.926], [-2.858, -1.631, -1.758], [-3.995, -2.621, -0.777], [-2.350, -3.150, -0.969], [-4.158, -1.303, 1.543], [-4.065, -0.311, 0.191], [-1.960, -0.092, 2.376], [-3.316, 1.065, 2.096], [-2.389, 1.940, 0.252], [-0.325, 1.550, 2.138], [-1.622, 2.643, 2.259], [0.569, 3.475, 1.310], [-0.744, 3.812, 0.250], [2.034, 2.354, -1.776], [2.491, 2.990, -0.209], [1.425, 3.966, -1.143]], "nbo_charge": [1.84, -0.76, 0.96, -0.92, -0.72, 0.47, -0.74, 0.96, -0.82, -0.84, 0.48, -0.78, 0.95, -0.79, -0.87, 0.50, -0.74, 0.92, -0.75, -0.88, 0.49, -0.27, -0.55, -0.06, -0.26, -0.65, -0.27, -0.06, -0.55, -0.25, 0.21, 0.14, 0.23, 0.16, 0.16, 0.23, 0.17, 0.37, 0.22, 0.16, 0.17, 0.15, 0.25, 0.18, 0.15], "lumo_energy_ev": 4.0, "spin_multiplicity": 1, "energy_ev": -41674.901, "homo_energy_ev": -1.47, "total_charge": -2, "de_lowest_kcal_mol": 19.4}

---

[6]
{"formula": "C10H19NO2Si", "method": "wB97M-V/def2-TZVPD", "elements": ["C", "C", "C", "C", "C", "C", "C", "C", "C", "C", "N", "O", "O", "Si", "H", "H", "H", "H", "H", "H", "H", "H", "H", "H", "H", "H", "H", "H", "H", "H", "H", "H", "H"], "xyz": [[0.931, 1.331, 1.305], [1.336, 1.768, 0.113], [0.502, -0.073, 1.746], [1.449, 0.840, -1.043], [1.252, -0.649, -0.665], [0.263, -0.856, 0.522], [1.796, 3.187, 0.031], [-2.302, 0.876, -0.711], [-2.586, -1.662, 1.278], [-1.578, -2.168, -1.524], [2.544, -1.150, -0.335], [2.783, -2.275, -0.668], [3.241, -0.515, 0.427], [-1.536, -0.889, -0.165], [0.885, 2.005, 2.155], [1.218, -0.423, 2.440], [-0.372, -0.079, 2.306], [0.796, 1.254, -1.793], [2.432, 1.131, -1.500], [0.809, -1.030, -1.574], [0.600, -1.977, 0.683], [2.464, 3.335, -0.851], [2.392, 3.613, 0.857], [1.089, 3.958, -0.201], [-2.077, 1.113, -1.766], [-3.385, 0.872, -0.505], [-2.011, 1.698, -0.021], [-2.897, -2.588, 0.939], [-1.903, -1.805, 2.188], [-3.527, -1.221, 1.635], [-1.575, -3.204, -0.963], [-2.374, -2.071, -2.299], [-0.661, -2.345, -2.040]], "nbo_charge": [-0.17, 0.01, -0.45, -0.46, -0.12, -0.63, -0.65, -1.08, -1.09, -1.15, 0.53, -0.38, -0.38, 1.62, 0.19, 0.23, 0.22, 0.22, 0.24, 0.24, 0.25, 0.21, 0.23, 0.22, 0.23, 0.24, 0.25, 0.23, 0.23, 0.24, 0.25, 0.25, 0.24], "lumo_energy_ev": 0.5, "spin_multiplicity": 1, "energy_ev": -24137.174, "homo_energy_ev": -8.95, "de_lowest_kcal_mol": 84.5, "smiles": "CC1=CC[C@@H]([Si](C)(C)C)[C@H]([N+](=O)[O-])C1"}